(1)
{"formula": "C5H15N2O", "method": "ωB97M-V/def2-TZVPD", "total_charge": 1, "multiplicity": 1, "species": ["N", "C", "C", "C", "C", "C", "N", "H", "H", "H", "H", "H", "H", "H", "H", "H", "H", "H", "H", "H", "H", "H", "O"], "xyz": [[-1.50, -0.57, -0.25], [-0.24, 0.17, -0.59], [0.90, -0.32, 0.33], [2.19, 0.39, 0.04], [3.21, -0.17, -0.56], [-0.58, 1.64, -0.33], [-1.89, 1.96, -0.87], [-2.29, 0.09, -0.35], [-1.71, -1.30, -0.95], [-1.50, -1.09, 0.64], [0.04, -0.05, -1.61], [0.60, -0.15, 1.37], [1.08, -1.37, 0.10], [2.28, 1.44, 0.31], [3.14, -1.22, -0.85], [4.14, 0.34, -0.76], [0.22, 2.28, -0.69], [-0.62, 1.77, 0.75], [-1.87, 2.29, -1.83], [-2.33, 2.69, -0.32], [-0.42, -3.21, 1.80], [-1.80, -2.79, 2.36], [-1.08, -2.51, 1.79]], "nbo_charge": [-0.72, -0.05, -0.45, -0.21, -0.34, -0.25, -0.87, 0.46, 0.43, 0.47, 0.22, 0.23, 0.22, 0.21, 0.19, 0.22, 0.22, 0.20, 0.39, 0.39, 0.51, 0.50, -0.98]}


(2)
{"formula": "C26H51O12P3", "method": "ωB97M-V/def2-TZVPD", "multiplicity": 1, "species": ["C", "C", "C", "C", "O", "C", "C", "O", "C", "C", "C", "O", "C", "P", "C", "C", "C", "C", "O", "H", "H", "H", "H", "H", "H", "H", "H", "H", "H", "H", "H", "H", "H", "H", "H", "H", "H", "H", "H", "H", "C", "C", "O", "P", "O", "O", "C", "C", "O", "C", "C", "H", "H", "H", "H", "H", "H", "H", "H", "H", "H", "H", "H", "H", "H", "H", "C", "C", "O", "P", "O", "O", "C", "C", "O", "C", "C", "H", "H", "H", "H", "H", "H", "H", "H", "H", "H", "H", "H", "H", "H", "H"], "xyz": [[1.57, -2.10, -0.09], [0.06, -2.49, 0.09], [-0.71, -2.40, -1.27], [-1.00, -3.83, -1.79], [-0.79, -3.95, -3.23], [-0.35, -5.24, -3.44], [0.82, -5.51, -4.00], [1.69, -4.53, -4.43], [2.53, -4.19, -3.29], [3.96, -4.75, -3.41], [1.16, -7.01, -4.10], [1.68, -7.50, -5.05], [0.73, -7.83, -2.87], [1.78, -9.15, -2.11], [1.61, -8.82, -0.26], [3.58, -8.75, -2.46], [-0.45, -7.55, -2.31], [-1.24, -6.42, -2.97], [-2.41, -6.43, -3.15], [1.68, -1.45, -0.97], [2.18, -3.00, -0.29], [1.96, -1.63, 0.82], [0.02, -3.50, 0.53], [-0.42, -1.82, 0.83], [-1.69, -1.92, -1.10], [-0.17, -1.76, -1.99], [-2.03, -4.18, -1.56], [-0.31, -4.52, -1.26], [2.57, -3.08, -3.21], [2.04, -4.53, -2.35], [4.31, -4.63, -4.45], [4.05, -5.82, -3.15], [4.64, -4.17, -2.76], [1.79, -7.76, -0.01], [0.58, -9.08, 0.02], [2.35, -9.45, 0.27], [4.06, -8.28, -1.58], [3.67, -8.01, -3.28], [4.14, -9.64, -2.78], [-0.83, -8.06, -1.41], [-2.21, 4.66, 0.07], [-2.88, 3.41, -0.47], [-2.50, 3.12, -1.81], [-0.94, 2.69, -2.11], [-0.91, 1.33, -1.46], [-1.05, 2.15, -3.67], [-0.39, 0.95, -4.06], [-1.39, -0.18, -4.19], [-0.52, 4.20, -2.65], [-0.99, 4.80, -3.86], [-2.41, 5.30, -3.81], [-1.12, 4.52, 0.14], [-2.59, 4.90, 1.06], [-2.38, 5.51, -0.59], [-2.66, 2.55, 0.17], [-3.96, 3.54, -0.47], [0.40, 0.69, -3.35], [0.09, 1.13, -5.02], [-2.06, -0.23, -3.33], [-0.88, -1.14, -4.29], [-2.02, -0.03, -5.07], [-0.83, 4.14, -4.72], [-0.33, 5.66, -4.03], [-3.13, 4.48, -3.84], [-2.62, 5.94, -4.67], [-2.60, 5.86, -2.89], [-2.56, 5.73, 7.83], [-1.93, 6.68, 6.84], [-0.78, 6.12, 6.21], [-0.97, 4.84, 5.20], [-1.68, 5.52, 4.05], [0.52, 4.77, 4.49], [0.62, 4.56, 3.08], [0.98, 5.87, 2.39], [-0.50, 3.73, 6.34], [0.83, 3.61, 6.85], [1.23, 4.69, 7.84], [-2.96, 4.84, 7.33], [-3.38, 6.22, 8.36], [-1.83, 5.38, 8.56], [-2.65, 6.99, 6.08], [-1.59, 7.58, 7.36], [-0.30, 4.14, 2.67], [1.41, 3.82, 2.90], [0.36, 6.69, 2.74], [0.87, 5.78, 1.31], [2.01, 6.14, 2.62], [1.57, 3.52, 6.06], [0.84, 2.65, 7.38], [1.42, 5.64, 7.34], [2.14, 4.40, 8.36], [0.44, 4.86, 8.58]], "lowdin_charge": [-0.10, -0.23, -0.15, -0.15, -0.01, -0.17, -0.16, -0.02, -0.21, -0.05, -0.31, 0.14, -0.31, 0.92, -0.31, -0.29, -0.02, -0.31, 0.15, 0.06, 0.06, 0.07, 0.10, 0.10, 0.11, 0.09, 0.13, 0.12, 0.12, 0.12, 0.09, 0.05, 0.08, 0.04, 0.02, 0.04, 0.04, 0.01, 0.03, 0.11, -0.07, -0.28, -0.22, 0.65, -0.22, -0.24, -0.28, -0.07, -0.23, -0.27, -0.07, 0.06, 0.08, 0.07, 0.11, 0.12, 0.10, 0.12, 0.07, 0.07, 0.08, 0.11, 0.12, 0.07, 0.08, 0.07, -0.08, -0.28, -0.23, 0.65, -0.22, -0.25, -0.29, -0.07, -0.23, -0.27, -0.07, 0.07, 0.08, 0.07, 0.11, 0.12, 0.09, 0.12, 0.08, 0.07, 0.07, 0.11, 0.12, 0.07, 0.08, 0.07]}


(3)
{"formula": "C4H7NO2", "method": "ωB97M-V/def2-TZVPD", "multiplicity": 1, "species": ["C", "C", "C", "O", "N", "C", "O", "H", "H", "H", "H", "H", "H", "H"], "xyz": [[1.32, -1.89, 1.33], [0.85, -1.19, 0.00], [0.68, 0.27, 0.15], [1.19, 0.94, 1.01], [-0.20, 0.94, -0.73], [-1.46, 0.51, -1.23], [-2.49, 0.83, -0.71], [2.18, -2.48, 1.01], [1.53, -1.11, 2.06], [0.57, -2.55, 1.77], [1.66, -1.33, -0.72], [0.00, -1.73, -0.36], [-0.42, 1.90, -0.51], [-1.55, -0.13, -2.13]], "nbo_charge": [-0.60, -0.52, 0.70, -0.57, -0.71, 0.54, -0.51, 0.21, 0.24, 0.21, 0.24, 0.23, 0.41, 0.13]}


(4)
{"formula": "C6H10S", "method": "ωB97M-V/def2-TZVPD", "multiplicity": 1, "species": ["C", "C", "C", "S", "C", "C", "C", "H", "H", "H", "H", "H", "H", "H", "H", "H", "H"], "xyz": [[-0.18, -1.58, 1.05], [0.12, -0.93, -0.29], [-1.12, -0.21, -0.83], [-1.06, 1.39, 0.19], [0.77, 1.18, 0.57], [1.15, 0.12, -0.44], [1.55, -1.32, -0.67], [-0.66, -2.57, 0.94], [-0.81, -0.96, 1.66], [0.78, -1.69, 1.61], [-2.12, -0.65, -0.62], [-1.08, 0.07, -1.90], [0.87, 0.80, 1.57], [1.23, 2.12, 0.44], [1.03, 0.60, -1.44], [1.79, -1.60, -1.69], [2.13, -1.84, 0.07]], "nbo_charge": [-0.61, -0.10, -0.47, 0.10, -0.48, -0.26, -0.34, 0.22, 0.21, 0.20, 0.22, 0.22, 0.21, 0.22, 0.20, 0.22, 0.22]}


(5)
{"formula": "CH4N2S", "method": "ωB97M-V/def2-TZVPD", "multiplicity": 1, "species": ["C", "N", "N", "S", "H", "H", "H", "H"], "xyz": [[-1.12, 1.27, 0.02], [0.64, -1.59, -0.02], [0.20, -0.47, 0.13], [1.10, 0.80, 0.27], [-1.15, 1.15, -1.11], [-2.07, 1.09, 0.48], [-0.01, -2.44, -0.23], [2.41, 0.20, 0.45]], "nbo_charge": [-0.36, -0.36, -0.30, 0.43, 0.13, 0.13, 0.34, 0.00]}


(6)
{"formula": "C2H2N2O2S", "method": "ωB97M-V/def2-TZVPD", "multiplicity": 1, "species": ["C", "C", "N", "N", "O", "O", "S", "H", "H"], "xyz": [[3.63, -0.67, 0.04], [2.93, -0.28, -1.11], [4.21, -1.08, 0.93], [-0.24, 0.38, -0.04], [2.04, 0.53, -1.32], [1.69, 1.46, 1.24], [0.97, 1.58, 0.02], [-0.09, -0.24, 0.72], [-0.34, 0.07, -1.00]], "nbo_charge": [0.07, 0.29, -0.24, -1.04, -0.57, -0.86, 1.52, 0.41, 0.41]}


In a.u., the electronic energy values for the records above are, in order, -384.02002; -2948.11781; -361.83816; -632.69918; -547.93532; -735.43215.